# 1
One molecule with the formula C6H13NO in a non-equilibrium geometry. Source: the Open Molecules 2025 dataset; level of theory: ωB97M-V/def2-TZVPD.

Cartesian coordinates (Å):
C: 0.43 -0.88 -0.13
C: -0.13 -1.82 0.90
C: 0.59 -1.47 -1.50
C: -1.61 1.38 1.07
C: 0.83 1.59 -1.06
N: -0.18 1.24 1.22
C: 0.52 0.64 0.08
O: 1.63 -0.17 0.42
H: 0.09 0.78 2.09
H: 1.62 -1.80 -1.66
H: -1.18 -2.03 0.68
H: -0.04 -1.42 1.91
H: 0.42 -2.76 0.88
H: -0.07 -2.33 -1.64
H: 0.34 -0.76 -2.30
H: -2.11 0.41 0.97
H: -1.86 1.99 0.19
H: -2.03 1.89 1.94
H: 1.52 1.15 -1.79
H: -0.09 1.87 -1.59
H: 1.30 2.50 -0.67

Energy relative to the best compared isomer or geometry (same formula, charge and spin) ... 1.807 eV
E_tot ... -366.36750 Eh
Lowest unoccupied orbital energy ... 0.95 eV
HOMO-LUMO gap ... 9.53 eV
SMILES string ... CN[C@@]1(C)OC1(C)C


# 2
One molecule with the formula C6H13NO in a non-equilibrium geometry. Source: the Open Molecules 2025 dataset; level of theory: ωB97M-V/def2-TZVPD.

Cartesian coordinates (Å):
C: 0.19 1.12 -0.38
C: -0.12 -0.54 -0.18
C: 0.44 1.86 0.93
C: -0.16 -1.14 -1.58
C: -1.44 -0.73 0.55
C: 1.05 -0.99 0.57
O: -0.84 1.71 -1.12
N: 2.22 -1.11 0.18
H: -1.61 1.81 -0.55
H: 1.08 1.19 -1.02
H: 0.67 -1.50 1.62
H: 2.85 -1.60 0.81
H: 0.60 2.92 0.73
H: 1.31 1.46 1.43
H: -0.42 1.77 1.60
H: -0.54 -2.16 -1.54
H: 0.84 -1.15 -2.02
H: -0.81 -0.54 -2.21
H: -1.42 -0.30 1.55
H: -1.65 -1.79 0.66
H: -2.25 -0.29 -0.02

Energy relative to the best compared isomer or geometry (same formula, charge and spin) ... 1.640 eV
E_tot ... -366.37362 Eh
Lowest unoccupied orbital energy ... 0.84 eV
HOMO-LUMO gap ... 10.13 eV
SMILES string ... [H]/N=C/C(C)(C)[C@H](C)O


# 3
One molecule with the formula C6H13NO in a non-equilibrium geometry. Source: the Open Molecules 2025 dataset; level of theory: ωB97M-V/def2-TZVPD.

Cartesian coordinates (Å):
O: -0.56 1.71 1.73
C: 0.10 1.74 0.72
N: 0.71 0.67 0.06
C: 0.39 -0.69 0.43
C: -0.35 -1.50 -0.70
C: -1.18 -2.68 -0.08
C: 0.59 -1.96 -1.78
C: 0.26 3.15 0.09
H: 1.29 0.80 -0.77
H: 1.47 -1.08 0.67
H: -0.07 -0.75 1.48
H: -1.08 -0.92 -1.17
H: -0.52 -3.56 0.14
H: -1.92 -3.05 -0.80
H: -1.67 -2.33 0.81
H: 1.59 -1.46 -1.79
H: 0.13 -1.82 -2.89
H: 0.78 -3.08 -1.91
H: -0.69 3.62 0.21
H: 0.43 3.11 -1.01
H: 0.99 3.74 0.61

Energy relative to the best compared isomer or geometry (same formula, charge and spin) ... 1.217 eV
E_tot ... -366.38918 Eh
Lowest unoccupied orbital energy ... 0.87 eV
HOMO-LUMO gap ... 10.40 eV
SMILES string ... CC(=O)NCC(C)C


# 4
One molecule with the formula C6H13NO in a non-equilibrium geometry. Source: the Open Molecules 2025 dataset; level of theory: ωB97M-V/def2-TZVPD.

Cartesian coordinates (Å):
C: 2.13 -1.11 -0.49
C: 2.92 -1.34 0.80
C: 0.64 -0.93 -0.26
N: 0.19 0.46 -0.56
C: -1.65 2.01 -1.00
C: -1.25 0.58 -0.69
C: -2.00 0.17 0.62
O: -1.49 0.20 1.70
H: 2.55 -0.21 -0.93
H: 2.30 -1.89 -1.22
H: 3.01 -0.38 1.32
H: 3.96 -1.57 0.57
H: 2.55 -2.12 1.47
H: -0.01 -1.57 -0.86
H: 0.35 -1.16 0.77
H: 0.58 1.06 0.15
H: -0.83 2.72 -0.98
H: -2.46 2.43 -0.41
H: -2.00 2.04 -2.04
H: -1.62 -0.19 -1.36
H: -3.07 -0.11 0.49

Energy relative to the best compared isomer or geometry (same formula, charge and spin) ... 1.666 eV
E_tot ... -366.37269 Eh
Lowest unoccupied orbital energy ... 1.05 eV
HOMO-LUMO gap ... 9.69 eV
SMILES string ... CCCN[C@H](C)C=O


# 5
C6H13NO as an isolated structure in a non-equilibrium geometry. Source: the Open Molecules 2025 dataset; level of theory: ωB97M-V/def2-TZVPD.

Cartesian coordinates (Å):
C: -0.44 -0.36 0.82
C: 0.06 0.93 1.08
C: 1.54 1.70 -1.43
C: 0.50 -1.53 1.02
C: -1.87 -0.67 1.20
C: -0.38 0.01 -1.12
O: 0.26 1.41 -0.85
N: 0.33 -0.80 -1.82
H: 1.11 1.10 1.31
H: -0.61 1.73 1.36
H: -0.15 -1.21 -2.61
H: -1.44 0.22 -1.29
H: 1.80 0.94 -2.16
H: 1.50 2.68 -1.92
H: 2.30 1.70 -0.65
H: -2.52 0.21 1.12
H: -2.27 -1.46 0.55
H: 0.18 -2.38 0.41
H: 0.54 -1.86 2.06
H: 1.51 -1.28 0.69
H: -1.95 -1.05 2.22

Energy relative to the best compared isomer or geometry (same formula, charge and spin) ... 4.998 eV
E_tot ... -366.25022 Eh
Lowest unoccupied orbital energy ... 0.31 eV
HOMO-LUMO gap ... 8.20 eV


# 6
C6H13NO as an isolated structure in a non-equilibrium geometry. Source: the Open Molecules 2025 dataset; level of theory: ωB97M-V/def2-TZVPD.

Cartesian coordinates (Å):
C: -1.98 0.94 1.05
C: -0.37 -1.96 0.12
C: 1.16 1.79 -0.58
C: 2.51 -0.74 -0.03
N: -1.57 0.70 -0.31
C: 0.13 -0.62 -0.18
C: 0.83 0.39 -0.36
O: -2.60 -0.12 -0.87
H: -2.37 -0.42 -1.76
H: -1.23 1.58 1.52
H: -2.95 1.46 1.08
H: -2.09 0.01 1.64
H: 0.01 -2.69 -0.59
H: -1.46 -1.94 0.02
H: -0.10 -2.26 1.13
H: 1.56 2.24 0.33
H: 0.24 2.31 -0.87
H: 1.91 1.89 -1.37
H: 2.39 -1.77 0.30
H: 3.00 -0.67 -1.00
H: 2.97 -0.13 0.73

Energy relative to the best compared isomer or geometry (same formula, charge and spin) ... 7.897 eV
E_tot ... -366.14369 Eh
Lowest unoccupied orbital energy (spin up / spin down) ... 0.87 / 0.87 eV
HOMO-LUMO gap (spin up / spin down) ... 7.42 / 7.37 eV